[1]
{
  "formula": "C3H3NO2",
  "method": "ωB97M-V/def2-TZVPD",
  "elements": ["O", "C", "N", "C", "C", "O", "H", "H", "H"],
  "coordinates": [[2.160, -0.184, -0.013], [0.876, -0.041, 0.046], [0.201, 1.041, -0.019], [-1.181, 0.599, -0.022], [-1.164, -0.746, 0.005], [0.232, -1.125, -0.055], [2.602, 0.683, -0.005], [-1.890, 1.335, -0.041], [-1.837, -1.563, 0.103]],
  "forces_ev_per_a": [[2.4, 0.2, 0.3], [-0.2, 2.2, -1.4], [-1.8, 1.1, 0.5], [4.1, -1.5, 0.2], [1.6, 0.4, -0.3], [-3.5, -3.1, 0.9], [-0.4, -0.3, 0.0], [-1.9, 1.2, 0.0], [-0.3, -0.2, -0.2]],
  "mulliken_charge": [-0.474, 0.751, -0.595, -0.292, -0.283, -0.302, 0.367, 0.447, 0.380],
  "smiles": "Oc1ncco1",
  "total_energy_ha": -321.3247,
  "multiplicity": 1,
  "e_above_lowest_kcal_mol": 33.23
}


[2]
{
  "formula": "C17H18MnN4O2S",
  "method": "ωB97M-V/def2-TZVPD",
  "elements": ["N", "C", "C", "H", "H", "H", "N", "C", "C", "H", "H", "H", "N", "C", "C", "H", "H", "H", "Mn", "C", "O", "C", "O", "C", "C", "C", "C", "C", "C", "H", "H", "H", "H", "H", "H", "S", "C", "C", "N", "C", "H", "H", "H"],
  "coordinates": [[1.223, 3.227, 0.599], [1.039, 4.325, 0.938], [0.788, 5.704, 1.317], [-0.297, 5.881, 1.344], [1.245, 6.382, 0.583], [1.215, 5.912, 2.307], [3.169, -2.216, 1.250], [4.040, -2.701, 0.656], [5.128, -3.320, -0.073], [5.462, -2.659, -0.880], [4.796, -4.265, -0.514], [5.979, -3.514, 0.590], [-2.367, -0.960, -0.743], [-3.050, -1.636, -0.089], [-3.929, -2.327, 0.796], [-3.366, -2.987, 1.465], [-4.629, -2.939, 0.221], [-4.494, -1.605, 1.393], [-0.474, -0.784, -1.862], [0.281, -1.498, -0.272], [0.226, -2.072, 0.749], [1.851, 0.432, 1.151], [2.955, 0.677, 1.319], [0.494, 0.666, -2.547], [-0.914, 0.757, -2.834], [-1.601, -0.394, -3.361], [-0.926, -1.663, -3.436], [0.480, -1.752, -3.120], [1.196, -0.557, -2.769], [1.017, 1.540, -2.166], [-1.434, 1.682, -2.600], [-2.665, -0.334, -3.575], [-1.483, -2.569, -3.700], [0.982, -2.720, -3.195], [2.273, -0.592, -2.581], [-3.080, 1.833, 2.346], [-2.390, 1.430, 3.882], [-1.189, 0.758, 3.696], [-0.834, 0.591, 2.379], [-1.705, 1.089, 1.544], [-2.837, 1.688, 4.836], [-0.555, 0.380, 4.497], [-1.620, 1.107, 0.461]],
  "forces_ev_per_a": [[-0.6, 1.3, 0.5], [0.3, -1.5, -0.6], [0.0, 0.4, 0.2], [0.3, 0.0, 0.0], [-0.1, -0.2, 0.2], [-0.1, -0.1, -0.3], [-3.3, 1.7, 2.2], [4.9, -2.5, -3.0], [-0.5, 0.5, 1.9], [-0.1, 0.3, -0.6], [-0.3, -0.3, -0.5], [-0.1, 0.1, 0.1], [0.6, -1.1, 0.1], [0.7, 1.3, -0.7], [-0.4, -0.6, 0.3], [0.0, 0.1, -0.1], [-0.1, 0.0, 0.0], [0.0, 0.0, -0.1], [-5.3, -2.6, 13.2], [-0.1, -3.7, 6.8], [0.7, 2.8, -5.3], [2.6, 0.7, 0.0], [-2.2, -0.5, -0.2], [1.4, 1.1, -2.7], [0.2, 0.6, -2.5], [0.2, 0.6, -2.8], [-0.1, 0.5, -3.2], [1.0, -0.1, -2.8], [1.4, 0.8, -2.2], [0.0, -0.2, 0.4], [-0.2, -0.3, 0.1], [0.2, 0.0, 0.1], [0.1, 0.3, 0.4], [-0.2, 0.3, 0.4], [-0.4, 0.0, 0.1], [-0.2, 0.2, 1.7], [-2.1, 1.3, -1.4], [1.7, -0.9, -1.9], [0.3, -0.5, 0.7], [0.1, 0.3, 1.6], [-0.2, 0.1, -0.1], [-0.1, 0.1, -0.2], [0.1, 0.0, 0.3]],
  "mulliken_charge": [-0.360, 0.308, -0.798, 0.283, 0.306, 0.304, -0.022, 0.542, -0.678, 0.360, 0.371, 0.362, -0.407, 0.500, -0.978, 0.337, 0.383, 0.325, 0.890, 0.708, -0.154, 0.240, -0.177, -0.479, -0.360, -0.415, -0.441, -0.746, -0.436, 0.557, 0.546, 0.526, 0.570, 0.552, 0.593, 0.114, -0.026, -0.292, 0.032, -0.245, 0.482, 0.441, 0.383],
  "total_energy_ha": -2575.2857,
  "total_charge": 4,
  "multiplicity": 4,
  "e_above_lowest_kcal_mol": 0.00
}


[3]
{
  "formula": "C5H13NO3",
  "method": "ωB97M-V/def2-TZVPD",
  "elements": ["C", "C", "O", "C", "O", "H", "H", "H", "H", "H", "H", "C", "C", "O", "N", "H", "H", "H", "H", "H", "H", "H"],
  "coordinates": [[0.913, -0.483, 1.663], [1.758, -0.196, 0.466], [2.707, 0.822, 0.560], [1.765, -0.939, -0.657], [2.679, -0.768, -1.656], [1.520, -0.884, 2.478], [0.141, -1.200, 1.398], [0.470, 0.440, 2.047], [2.494, 1.382, 1.312], [1.167, -1.827, -0.772], [3.284, -0.068, -1.372], [-2.233, 0.978, 0.639], [-2.233, -0.281, -0.206], [-0.969, -0.542, -1.013], [-0.751, 0.419, -2.045], [-1.672, 0.832, 1.559], [-1.834, 1.816, 0.070], [-3.254, 1.233, 0.920], [-3.010, -0.219, -0.974], [-2.386, -1.188, 0.377], [0.187, 0.776, -1.871], [-0.742, -0.103, -2.921]],
  "forces_ev_per_a": [[0.4, 0.3, -0.1], [0.2, -0.8, -0.8], [-0.2, -0.2, 0.0], [0.7, 0.3, 1.4], [0.1, 0.3, -0.2], [0.0, -0.1, 0.0], [-0.1, 0.1, 0.1], [-0.2, 0.0, -0.1], [0.0, 0.0, -0.1], [-0.2, 0.2, -0.1], [0.0, 0.0, -0.1], [0.3, -0.3, -0.1], [1.0, 0.2, -2.1], [-1.4, 0.1, 1.3], [-0.6, 0.2, 0.5], [0.1, 0.1, 0.0], [0.1, 0.0, 0.0], [-0.1, -0.1, 0.0], [-0.1, 0.0, 0.2], [0.3, 0.0, -0.1], [-0.1, -0.2, -0.1], [0.1, 0.0, 0.3]],
  "mulliken_charge": [-1.271, 1.156, -0.612, -0.650, -0.544, 0.398, 0.202, 0.297, 0.315, 0.370, 0.340, -0.950, -0.304, -0.150, -0.606, 0.155, 0.316, 0.367, 0.373, 0.266, 0.285, 0.247],
  "smiles": "C/C(O)=C/O.CCON",
  "total_energy_ha": -478.6792,
  "multiplicity": 1,
  "e_above_lowest_kcal_mol": 85.47
}


[4]
{
  "formula": "C2F3NO",
  "method": "ωB97M-V/def2-TZVPD",
  "elements": ["C", "C", "N", "O", "F", "F", "F"],
  "coordinates": [[2.100, 0.360, -0.155], [-1.626, -0.809, -0.584], [2.748, 0.917, -0.855], [-1.068, 0.187, -0.527], [-2.488, -1.591, 0.017], [1.375, -0.290, 0.628], [-1.141, 1.588, 0.717]],
  "forces_ev_per_a": [[-2.9, -2.5, 3.2], [-1.1, -3.2, -1.1], [3.6, 3.1, -3.9], [0.7, 1.5, 0.1], [0.6, 1.4, 0.3], [-0.6, -0.6, 0.8], [-0.2, 0.3, 0.6]],
  "mulliken_charge": [0.450, 0.490, -0.251, -0.107, -0.086, -0.190, -0.305],
  "total_energy_ha": -505.5580,
  "multiplicity": 1,
  "e_above_lowest_kcal_mol": 153.40
}


[5]
{
  "formula": "C6H6BrFInO5S",
  "method": "ωB97M-V/def2-TZVPD",
  "elements": ["O", "C", "Br", "C", "C", "O", "C", "O", "C", "C", "S", "O", "O", "F", "H", "H", "H", "H", "H", "H", "In"],
  "coordinates": [[-2.534, 1.523, 0.331], [-1.506, 1.571, 1.074], [-1.826, 1.480, 3.021], [-0.089, 1.722, 0.335], [0.836, 0.403, 0.321], [1.828, 0.765, -0.710], [1.299, 0.383, -2.019], [1.774, 0.609, -3.148], [-0.087, -0.477, -1.800], [0.295, -0.980, -0.299], [-0.848, -2.075, 0.640], [-1.104, -3.286, -0.248], [-0.123, -2.560, 1.878], [-2.320, -1.410, 1.021], [0.502, 2.533, 0.925], [-0.291, 2.178, -0.698], [1.410, 0.291, 1.336], [-0.959, 0.282, -1.857], [-0.138, -1.380, -2.510], [1.244, -1.646, -0.398], [2.639, 0.075, 2.805]],
  "forces_ev_per_a": [[5.1, 0.1, 4.0], [-4.1, -0.1, -3.5], [0.3, 0.1, -1.6], [0.3, 0.7, 1.3], [-0.4, 0.8, -2.2], [-1.7, -1.1, -1.0], [1.7, 0.8, -3.5], [-2.3, -1.0, 6.2], [0.2, -0.3, 0.2], [1.2, 1.3, 0.1], [-0.8, -6.8, 0.7], [0.5, 4.7, 2.1], [-2.0, 2.9, -3.0], [3.5, -0.6, -0.9], [-1.1, -1.1, -0.9], [0.3, -0.9, 1.4], [-1.6, 0.2, -2.5], [1.2, -1.4, -0.2], [-0.2, 1.6, 0.8], [-1.8, 0.6, 0.4], [1.7, -0.4, 2.0]],
  "mulliken_charge": [-0.168, 0.365, 0.244, -0.525, 0.664, -0.183, 0.480, -0.181, -0.510, -0.062, 1.322, -0.390, -0.399, -0.160, 0.464, 0.386, -0.366, 0.337, 0.465, 0.431, 0.784],
  "total_energy_ha": -3868.9980,
  "total_charge": 3,
  "multiplicity": 1
}


[6]
{
  "formula": "C14H38N10O3S2SbSe4V",
  "method": "ωB97M-V/def2-TZVPD",
  "elements": ["V", "C", "C", "N", "C", "C", "N", "C", "C", "N", "H", "H", "H", "H", "H", "H", "H", "H", "H", "H", "H", "H", "H", "H", "H", "N", "N", "C", "N", "N", "N", "O", "O", "H", "H", "H", "H", "H", "N", "C", "N", "S", "H", "H", "H", "H", "Se", "Sb", "Se", "Se", "Se", "C", "C", "C", "S", "O", "C", "C", "C", "H", "H", "H", "H", "H", "H", "H", "H", "H", "H", "H", "H", "H", "H"],
  "coordinates": [[1.464, -7.087, 17.349], [-1.331, -7.215, 16.497], [-1.362, -7.804, 17.944], [0.007, -7.845, 18.640], [0.171, -7.240, 19.988], [0.064, -5.757, 19.815], [1.036, -5.371, 18.819], [0.526, -4.346, 17.853], [-0.673, -4.896, 17.112], [-0.330, -6.159, 16.461], [-2.338, -6.754, 16.324], [-1.073, -7.925, 15.712], [-1.832, -8.788, 18.020], [-1.904, -7.048, 18.539], [0.336, -8.813, 18.706], [1.079, -7.605, 20.429], [-0.630, -7.654, 20.607], [0.287, -5.330, 20.742], [-0.923, -5.428, 19.594], [1.848, -4.900, 19.267], [1.307, -3.948, 17.297], [0.210, -3.434, 18.340], [-1.040, -4.085, 16.473], [-1.371, -5.191, 17.852], [-0.162, -5.956, 15.445], [2.926, -5.862, 16.133], [3.405, -6.531, 14.970], [2.620, -7.534, 14.558], [2.579, -7.923, 13.332], [1.898, -8.215, 15.543], [1.368, -9.345, 15.323], [0.751, -9.751, 16.346], [1.423, -10.029, 14.289], [2.466, -5.020, 15.730], [3.694, -5.274, 16.516], [3.677, -5.941, 14.173], [3.229, -7.514, 12.624], [2.417, -8.892, 13.152], [4.658, -5.593, 10.161], [5.490, -6.521, 10.694], [6.221, -7.338, 9.868], [5.541, -6.677, 12.384], [4.613, -5.335, 9.204], [4.180, -5.116, 10.948], [6.095, -7.432, 8.923], [6.563, -8.096, 10.371], [0.791, -6.000, 10.719], [0.528, -4.406, 12.418], [3.766, -2.559, 17.259], [-1.411, -3.383, 13.216], [2.472, -3.773, 13.758], [2.064, -10.718, 21.139], [2.358, -11.339, 19.733], [3.653, -10.776, 19.065], [3.483, -9.446, 17.777], [3.002, -8.186, 18.483], [5.254, -9.107, 17.406], [5.548, -9.730, 16.034], [6.798, -9.055, 15.516], [1.867, -11.394, 21.948], [1.228, -9.940, 21.121], [2.919, -10.145, 21.469], [1.541, -11.228, 19.056], [2.581, -12.397, 19.819], [4.073, -11.615, 18.526], [4.271, -10.241, 19.861], [5.878, -9.423, 18.277], [5.268, -8.035, 17.301], [4.728, -9.655, 15.307], [5.801, -10.859, 16.208], [6.638, -7.978, 15.257], [7.130, -9.584, 14.632], [7.550, -9.133, 16.237]],
  "forces_ev_per_a": [[1.4, 0.7, 0.5], [-1.0, 0.0, 1.0], [0.4, 1.0, 0.8], [0.4, -1.0, -1.5], [-2.2, -0.8, -0.4], [0.7, -1.0, 0.5], [1.4, 1.0, -1.6], [-1.8, -0.3, 1.2], [1.1, 0.6, 0.3], [1.8, -0.1, -2.3], [0.6, -0.7, -0.2], [-0.3, -0.2, 0.2], [-0.1, 0.3, -0.1], [-0.2, -0.8, -0.1], [-0.4, 0.1, -0.2], [0.8, 0.2, -0.1], [-0.1, 0.3, 0.2], [0.4, 1.0, 1.5], [-0.7, 0.1, -0.4], [-0.3, -0.6, -0.4], [1.8, 0.2, -1.5], [-0.3, 0.2, 0.7], [-0.3, -0.6, -0.3], [-1.2, 0.4, 0.4], [0.0, -0.1, 1.0], [0.0, 0.7, 0.1], [-0.9, -0.9, 0.0], [0.1, -1.1, 1.0], [1.6, 0.3, -2.2], [2.0, 4.6, 0.0], [-2.5, -4.1, 0.4], [0.0, 0.0, -0.5], [0.3, 1.1, 1.1], [-0.8, 0.1, -0.2], [0.3, -0.4, 0.7], [0.3, 0.7, 0.2], [-0.4, 0.3, 0.8], [-0.9, -0.6, 0.0], [0.7, -0.8, 2.7], [-0.6, 0.0, -1.6], [-0.8, 2.1, 3.2], [0.2, -0.4, -0.2], [-0.1, 0.2, -0.6], [0.1, 0.1, -1.5], [-0.5, 0.0, -2.5], [1.0, -1.5, 0.6], [0.0, -0.2, -0.2], [0.9, 0.2, 0.5], [-0.3, -0.9, 0.0], [-0.5, -0.1, 0.1], [-0.4, 0.0, -0.4], [-0.7, 1.6, -1.0], [1.0, 0.8, 0.8], [-0.4, 1.7, 1.1], [1.0, -1.7, -0.1], [-1.8, 1.4, 0.0], [-1.2, -0.8, 0.2], [1.2, -1.9, 1.0], [-1.0, 0.6, -1.6], [-0.3, -0.7, 0.0], [0.8, -1.2, -0.1], [0.4, 0.1, 0.1], [-0.8, -0.1, -0.4], [-0.3, -0.2, 0.2], [0.9, 0.2, -0.1], [-0.2, -1.2, -1.1], [-0.3, 0.2, -0.9], [0.0, 0.5, 0.2], [0.0, 0.0, 0.4], [-0.7, 1.8, -0.5], [0.1, -0.9, 0.2], [0.2, 0.1, -0.3], [1.3, 0.0, 1.1]],
  "mulliken_charge": [0.497, -0.850, -0.593, -0.105, -0.601, -1.052, 0.071, -0.549, -0.686, 0.318, 0.432, 0.398, 0.520, 0.405, 0.387, 0.372, 0.414, 0.587, 0.308, 0.368, -0.190, 0.546, 0.426, 0.272, -0.064, 0.296, 0.194, -0.119, 0.131, 0.659, 0.513, -0.600, -0.775, -0.450, 0.251, 0.063, -0.131, 0.281, -0.323, 0.592, -0.423, -0.425, 0.183, 0.122, 0.205, 0.195, -0.514, 0.808, -0.620, -0.487, -0.423, -0.944, -0.559, -0.965, 0.743, -0.706, -1.028, 0.021, -1.442, 0.386, 0.043, 0.333, 0.418, 0.449, 0.464, 0.358, 0.580, 0.430, 0.208, 0.282, 0.282, 0.365, 0.446],
  "total_energy_ha": -12915.5011,
  "total_charge": 1,
  "multiplicity": 4,
  "e_above_lowest_kcal_mol": 77.07
}